C47H40BrF4N4OPSSiSn | wB97M-V/def2-TZVPD

```
101
C47H40BrF4N4OPSSiSn (wB97M-V/def2-TZVPD)
H -1.499 -0.296 -3.833
H -5.628 2.173 -0.378
H -2.433 -2.893 -7.100
C -1.111 -2.506 2.504
C 2.326 0.436 -3.838
C 0.535 -2.409 -5.548
C -0.941 2.708 2.685
C 3.317 5.695 1.347
Sn -0.536 0.795 -0.635
H 2.532 -0.388 -5.839
C 1.142 -2.802 1.753
H 1.094 -1.349 5.195
Br 0.987 3.593 -1.311
H 3.823 0.701 -5.344
H -0.082 -3.647 -7.181
H 1.381 -5.443 -0.869
C 3.592 -2.745 -2.526
H -4.052 0.697 3.019
C 1.374 0.915 2.698
C 1.425 -3.555 -1.884
H -3.747 -3.193 1.250
C 0.138 -1.483 -4.581
C 4.174 -3.878 -1.971
C 2.211 -2.561 -2.489
H 1.684 -1.463 0.145
C 3.146 0.838 -2.612
H 0.346 -3.432 -1.845
F 3.761 5.485 3.640
C -0.941 2.769 4.080
P 0.442 2.093 1.705
O 0.327 -0.467 -1.884
C -3.717 1.594 -0.759
C 2.707 0.684 2.342
H -5.788 -3.897 2.444
H -0.064 2.491 4.646
C -3.751 -1.217 2.093
H 3.841 -5.724 -0.932
H -3.141 -1.216 -5.427
C -0.393 -2.914 -6.449
N -2.517 0.192 0.543
H -2.069 3.062 0.885
H 1.560 -2.761 -5.591
C 3.154 -0.096 -4.993
H 2.101 -3.297 1.785
C -5.557 -0.721 3.599
H 3.790 -0.934 -4.710
N -3.659 0.864 0.304
H 2.503 1.118 -1.771
C 3.459 -0.249 3.034
C 0.779 0.142 3.693
C -5.397 -2.900 2.592
H 3.754 1.721 -2.861
C -2.078 3.091 1.970
H 3.156 1.252 1.535
C -2.077 3.207 4.740
H -1.938 -2.765 3.148
C -3.212 3.520 2.639
H 0.597 1.700 -3.421
S -2.444 1.778 -1.949
H 3.476 -1.681 4.631
H 0.733 1.180 -5.118
H 5.249 -4.001 -2.003
C 1.544 -0.779 4.392
H -2.076 3.259 5.820
H -6.924 -2.328 3.985
C 0.920 -1.780 0.845
C -1.713 -2.489 -6.400
H 3.832 0.055 -2.290
H 4.494 -0.413 2.767
C 2.883 -0.966 4.075
F 4.130 6.719 1.246
H -6.066 -0.024 4.252
N -4.843 2.276 -1.002
C 3.383 -4.846 -1.368
H -4.092 3.813 2.082
C 3.124 5.066 2.565
H -4.949 2.813 -1.845
C -2.110 -1.544 -5.466
C 1.575 3.500 1.539
C 0.111 -3.161 2.601
C -6.042 -2.014 3.442
H 4.237 -2.004 -2.979
C -4.427 -0.314 2.912
N -0.251 -1.153 0.757
H -0.268 0.267 3.938
H 0.248 -3.945 3.334
C -3.211 3.575 4.025
C -2.535 -0.789 1.372
F 2.082 3.421 3.838
C 1.795 4.146 0.313
C 2.004 -4.686 -1.331
C -1.185 -1.029 -4.567
C 2.648 5.230 0.221
F 2.847 5.829 -0.940
H -4.093 3.914 4.553
C 2.256 3.992 2.647
C -1.262 -1.508 1.557
C 1.298 1.478 -4.236
H 1.816 2.419 -4.473
C -4.244 -2.509 1.928
Si 1.223 -1.103 -3.104
```

Output
orbital gap = 0.1720 Eh
E_LUMO = -7.740 eV
charge = +2


C47H41AsCl2N9O2Ti | wB97M-V/def2-TZVPD

```
103
C47H41AsCl2N9O2Ti (wB97M-V/def2-TZVPD)
Ti -0.068 -1.689 -2.130
H 4.179 0.545 -2.473
C -1.559 -1.867 0.379
C -1.203 4.569 6.738
O 0.589 1.029 -0.594
C -3.478 -3.984 -4.790
C -1.935 -2.816 1.367
H 3.827 -3.067 4.415
C -2.465 -3.766 -2.681
C 3.697 0.118 -3.380
C -2.296 -3.491 -5.313
H -1.986 1.853 4.967
C -1.413 3.828 5.608
C 3.035 4.182 -2.778
C -2.086 0.183 -3.265
C -1.338 1.849 6.974
H -0.910 6.002 1.400
H 1.100 -1.133 4.191
N -1.698 -0.469 -2.157
H -2.508 -3.914 -1.623
C 1.880 -1.169 -4.363
H 1.266 3.762 4.536
H 3.367 -1.444 4.872
C 0.743 -1.746 0.793
C -3.141 1.054 -2.939
N -0.292 -1.686 -0.078
H -5.966 -0.835 2.328
H 1.759 4.336 2.943
C 2.623 -1.193 -5.556
H -1.171 -3.510 1.641
C 1.327 0.913 -1.575
C 1.343 -1.438 3.161
N 0.727 -1.828 -4.071
C 2.407 -0.437 -3.283
C 3.014 -4.742 -1.969
N -2.616 -0.175 -1.118
C -0.038 5.388 1.662
C 2.002 4.674 -3.577
C 3.306 -3.935 -0.867
H 0.427 4.962 0.775
H 1.563 2.539 3.223
C -1.539 2.457 5.751
C -1.223 -3.106 -4.496
H -0.024 4.290 -4.177
C 0.514 -1.128 2.087
H 4.619 -1.721 3.636
H 3.756 2.441 -1.737
N 1.574 -0.345 -2.141
H 2.162 -1.693 -6.386
H -1.357 5.572 4.337
C 2.606 -2.021 2.947
C 0.834 3.922 -3.644
H -4.328 1.137 -1.096
C -5.253 -1.512 2.776
C -3.079 -2.701 2.105
C -2.596 -0.872 0.116
N 2.191 -3.185 -0.578
Cl 5.617 1.483 -4.795
H -4.452 -4.268 -2.766
N -1.369 -3.204 -3.161
H -0.604 4.558 8.723
H 2.067 5.664 -4.022
C -3.414 0.857 -1.597
H -4.354 0.161 0.801
H -2.727 4.453 3.972
H 3.979 4.739 -2.615
C 1.972 -2.460 0.586
H -2.216 -3.355 -6.404
C 1.749 -4.278 -2.449
H -0.748 2.024 8.978
C 2.934 2.902 -2.231
C -1.015 2.568 8.092
N 0.665 2.797 -2.941
H -5.705 -2.497 2.908
C -3.740 -0.722 0.940
H 3.599 -5.506 -2.384
O 0.545 -3.158 -6.070
C 1.680 2.244 -2.270
Cl 4.745 -0.720 -7.143
As -0.690 3.727 2.710
N 1.280 -3.300 -1.669
C 2.902 -2.488 1.668
C 1.190 3.554 3.451
H 0.709 5.924 2.201
H -1.526 0.139 -4.215
H -4.262 -4.302 -5.519
H -5.000 -1.144 3.809
C 3.849 -0.524 -5.690
C -3.573 -4.127 -3.399
H 1.188 -4.573 -3.336
H -3.603 1.804 -3.534
C -0.924 3.937 7.931
H 4.212 -3.979 -0.292
C 0.113 -2.705 -4.967
H -1.291 5.647 6.674
C 4.369 0.223 -4.618
H 3.956 -2.737 1.479
C -1.664 4.543 4.321
H -0.338 -0.486 2.147
H -1.332 0.774 7.059
C -4.020 -1.630 1.926
C 3.650 -2.055 4.017
H -3.275 -3.493 2.800
```

Output
orbital gap (alpha / beta) = 0.2163 / 0.2162 Eh
E_LUMO (alpha / beta) = -3.988 / -3.989 eV
charge = +1


C47H41N11PbS | wB97M-V/def2-TZVPD

```
101
C47H41N11PbS (wB97M-V/def2-TZVPD)
C -1.628 -1.617 3.041
C -0.786 3.249 4.460
H 1.833 0.156 5.459
N -0.512 1.448 2.393
C 5.293 -1.807 1.327
C 2.809 -1.880 1.237
N -1.242 -1.818 -1.359
C -1.650 3.298 3.380
C 0.231 2.305 4.481
Pb -0.203 -0.272 0.365
C 4.483 0.886 -2.756
C 0.358 1.414 3.417
H -2.113 2.346 1.483
H 3.839 4.231 0.574
H 6.089 1.825 -3.808
H -0.896 3.948 5.282
C -1.947 -2.993 -1.146
H 4.013 -3.237 0.386
C 3.063 3.845 -0.076
H -4.159 -0.441 -3.276
H -0.433 -0.922 -3.072
H -2.445 4.031 3.323
C -5.064 -8.513 0.117
C 3.112 4.019 -1.448
C -4.087 -0.393 -2.197
C -2.156 -2.941 1.388
C -4.752 -1.178 -0.040
H -3.346 1.268 -4.204
H 0.931 2.271 5.306
H -2.432 -2.889 4.686
N 4.022 -2.385 0.916
C -1.538 -2.870 -3.356
C -5.028 -6.097 -0.345
N -1.563 -1.720 1.718
H -2.635 -4.604 -2.552
C -4.361 -4.883 -0.351
C 5.121 0.334 -5.019
H -1.233 -0.747 3.552
H 2.138 -1.124 -1.624
N -1.101 1.688 -1.741
H 6.045 -2.171 0.629
N 2.825 -0.901 2.130
H 3.069 -0.528 4.385
N -3.020 0.461 -0.245
H 3.955 4.517 -1.913
C -3.160 0.437 -1.575
C -2.441 1.587 -3.706
H -4.871 -3.983 -0.673
H -2.511 -8.081 0.762
H 4.643 1.459 -1.848
C 2.079 3.529 -2.228
H 3.020 1.214 4.675
C -0.350 2.742 -3.736
N 0.976 2.693 -0.292
H 0.380 3.337 -4.265
C -2.259 -2.733 3.631
H 5.224 -0.724 1.213
H -6.063 -6.160 -0.654
C -0.998 -1.754 -2.656
C -1.471 2.371 2.363
C -3.027 -7.179 0.459
H 1.912 2.966 1.517
H -5.357 -1.803 0.606
H -1.462 -3.056 -4.419
N 2.593 -0.225 -1.713
C 3.289 -0.825 -3.950
H -3.110 -4.514 2.664
C -2.134 -3.658 -2.401
H -3.643 -0.280 1.571
N 1.680 -0.184 2.256
C 1.979 3.157 0.449
C -4.363 -7.249 0.067
H 5.697 -3.223 2.919
N -5.620 -9.519 0.168
H 3.967 -1.234 -5.934
C 4.114 -0.626 -5.047
H -1.337 -5.892 0.773
H 5.004 -1.682 3.459
C -2.336 -3.483 0.102
H 2.509 -1.581 -3.978
C -1.494 2.324 -4.392
C 5.701 -2.142 2.759
H 2.128 3.638 -3.302
H -5.615 -1.865 -1.886
C -0.184 2.407 -2.395
C -4.893 -1.206 -1.417
C -2.205 1.282 -2.370
H 5.765 0.483 -5.878
C -2.373 -5.959 0.461
C 5.301 1.081 -3.861
H 2.911 0.136 -0.827
C -3.038 -4.803 0.066
C -2.599 -3.566 2.589
H -1.647 2.578 -5.434
H 6.707 -1.763 2.964
C 2.406 0.316 4.543
S 1.433 -2.606 0.449
C 1.493 0.447 3.359
C -3.799 -0.327 0.496
C 1.008 2.886 -1.613
C 3.458 -0.066 -2.786
```

Output
orbital gap = 0.2513 Eh
E_LUMO = -0.456 eV
charge = 0


C47H41N6O3S2SbTeW | wB97M-V/def2-TZVPD

```
102
C47H41N6O3S2SbTeW (wB97M-V/def2-TZVPD)
C 2.718 -1.683 -5.269
H 1.704 -3.438 -5.975
C 1.268 2.303 -1.738
H 4.945 -7.187 -0.633
H 4.936 7.612 -2.792
N 1.846 -0.312 0.194
C -1.615 3.055 1.260
H 1.170 2.107 1.520
C 5.337 -0.844 -0.140
C 3.891 -6.548 1.122
C 2.326 -4.763 0.803
C -2.048 -4.498 1.973
C -1.783 1.679 -0.934
C 4.205 -6.507 -0.231
C 0.771 -4.780 6.366
C 1.027 -2.866 -4.024
C -2.153 0.376 -1.286
C -3.217 -6.116 0.633
O 3.926 7.108 2.841
Sb 0.832 -3.508 1.633
H 3.848 -5.538 -2.115
H -2.566 -1.174 -2.703
C 0.380 -5.337 4.057
O 2.446 8.704 1.727
C 2.149 3.671 0.441
N 6.252 -0.627 -0.804
C -0.926 -4.621 1.158
H 3.573 0.029 -4.291
H -4.266 -1.436 -0.019
C 3.589 -5.582 -1.064
H -2.982 -2.118 0.987
C 4.448 7.156 -1.936
H -4.060 -5.139 2.351
H 2.213 -0.230 -2.255
H -0.962 3.585 -1.528
N 3.282 6.088 0.238
C -2.097 -6.248 -0.180
H 0.733 -5.050 7.415
C -1.785 1.784 0.495
C 3.912 7.273 0.271
C 2.950 -0.653 0.339
C 1.156 -1.955 -2.981
H 3.756 5.421 -3.016
C 2.649 -4.699 -0.547
H -0.026 -6.660 5.695
C 1.810 -2.728 -5.164
H -2.157 0.956 3.135
H 2.737 -5.683 2.712
H -2.623 -0.690 2.727
H 0.043 -6.048 3.312
H -1.705 0.201 -3.387
C 2.025 3.443 -1.924
H 2.236 3.773 -2.933
C -2.721 0.351 2.427
H 4.383 -7.260 1.772
H -2.929 -2.325 -0.756
S -0.039 -1.167 2.005
H -2.111 -6.938 -1.015
C 3.794 5.938 -2.066
H -4.104 -6.702 0.431
H 0.312 -3.680 -3.950
C 1.298 -3.182 4.648
N 4.517 7.827 -0.795
C 3.226 5.445 -0.911
H -3.775 0.633 2.501
C 2.958 -5.668 1.652
C 2.853 -0.778 -4.225
C -1.674 2.834 -1.867
H 1.603 -2.837 6.742
C 4.188 -1.134 0.654
O 4.859 9.133 1.834
H -1.406 2.524 -2.876
N 4.149 -2.600 2.784
H 1.689 -2.214 4.357
C 0.852 -4.079 3.678
Te -0.062 -2.266 -1.284
H -2.572 3.581 1.282
H -3.422 0.346 -2.986
C 1.417 2.517 0.549
N 0.954 1.848 -0.526
C -3.192 -5.240 1.711
C -3.191 -1.629 0.037
C -2.267 0.565 1.025
C 0.341 -5.683 5.402
H -2.025 -3.831 2.829
C 1.253 -3.533 5.990
H -1.314 2.878 2.292
C 4.223 -1.945 1.839
H 2.184 -3.966 -1.194
S 3.791 8.163 1.855
C -0.955 -5.500 0.080
H 0.898 1.727 -2.576
H 3.330 -1.583 -6.157
H -0.088 -5.612 -0.560
C -2.471 -0.092 -2.668
W -0.177 0.076 0.050
H -0.884 3.722 0.806
H 2.482 4.220 1.315
C 2.465 4.162 -0.825
C 2.076 -0.914 -3.080
H -2.656 3.313 -1.915
C -2.447 -0.340 -0.066
```

Output
orbital gap (alpha / beta) = 0.1809 / 0.1808 Eh
E_LUMO (alpha / beta) = -2.335 / -2.336 eV
charge = 0


In the order shown, the computed energy relative to the best compared isomer or geometry (same formula, charge and spin) values come out to 7.5 66.8 0.0 40.9 kJ/mol.